Formula: C26H59N8O9
Source: the Open Molecules 2025 dataset
Level of theory: wB97M-V/def2-TZVPD

Each line ends with the Löwdin spin population.
Element x y z (Å)
C1 -2.993 -0.712 -1.800  0.000
C2 -1.732 -0.192 -0.831  0.000
O1 -0.513 -0.395 -1.628  0.000
C3 0.715 -0.165 -0.851  0.000
C4 1.975 -0.399 -1.926  0.005
C5 0.901 1.359 -0.275  -0.002
C6 1.945 1.502 0.981  0.025
C7 2.826 2.906 0.754  0.001
C8 1.045 1.761 2.330  0.022
N1 2.969 0.396 1.097  0.341
O2 3.911 0.643 2.023  0.555
C9 2.351 -0.977 1.228  0.022
C10 2.057 -1.451 2.784  0.015
C11 3.434 -2.102 0.628  0.007
C12 0.956 -1.200 0.397  -0.001
H1 -2.896 -0.351 -2.909  0.000
H2 -2.938 -1.904 -1.820  0.000
H3 -4.040 -0.449 -1.321  0.000
H4 -1.806 -0.838 0.142  0.000
H5 -1.968 0.923 -0.561  0.000
H6 1.643 -0.119 -3.016  0.001
H7 2.903 0.218 -1.553  0.003
H8 2.182 -1.571 -1.917  0.000
H9 -0.099 1.909 0.006  0.000
H10 1.371 1.994 -1.170  0.000
H11 2.221 3.730 0.183  0.000
H12 3.865 2.645 0.234  -0.001
H13 3.091 3.280 1.856  0.000
H14 0.467 2.781 2.157  0.001
H15 1.702 1.794 3.311  0.003
H16 0.242 0.900 2.387  0.000
H17 1.835 -2.620 2.763  0.001
H18 1.053 -0.962 3.198  0.000
H19 2.944 -1.261 3.523  0.002
H20 3.930 -1.764 -0.377  0.000
H21 4.266 -2.219 1.443  0.000
H22 2.833 -3.115 0.471  0.000
H23 0.077 -1.124 1.202  0.000
H24 0.854 -2.298 -0.060  0.000
O3 -0.496 4.224 3.621  0.001
C13 -0.823 5.366 3.319  0.000
N2 -0.358 5.949 2.181  0.000
C14 -1.745 6.203 4.158  0.000
H25 -0.598 6.886 1.891  0.000
H26 0.265 5.404 1.599  0.000
H27 -1.304 6.334 5.150  0.000
H28 -2.708 5.694 4.247  0.000
H29 -1.911 7.190 3.716  0.000
O4 4.685 -4.315 -2.058  0.000
C15 5.655 -4.498 -1.332  0.000
N3 6.484 -3.471 -0.999  0.000
C16 6.009 -5.840 -0.760  0.000
H30 7.294 -3.572 -0.406  0.000
H31 6.266 -2.556 -1.373  0.000
H32 6.186 -6.542 -1.579  0.000
H33 5.179 -6.195 -0.144  0.000
H34 6.909 -5.792 -0.140  0.000
O5 -4.633 2.327 -0.915  0.000
C17 -4.865 2.677 -2.066  0.000
N4 -5.994 2.271 -2.708  0.000
C18 -3.945 3.565 -2.854  0.000
H35 -6.228 2.533 -3.655  0.000
H36 -6.630 1.672 -2.198  0.000
H37 -2.969 3.079 -2.942  0.000
H38 -3.834 4.519 -2.331  0.000
H39 -4.330 3.760 -3.859  0.000
O6 -3.135 6.532 -1.367  0.000
C19 -3.735 7.527 -0.979  0.000
N5 -4.998 7.433 -0.480  0.000
C20 -3.146 8.908 -1.018  0.000
H40 -5.532 8.223 -0.149  0.000
H41 -5.417 6.512 -0.443  0.000
H42 -2.902 9.162 -2.053  0.000
H43 -2.236 8.925 -0.412  0.000
H44 -3.840 9.657 -0.628  0.000
O7 -7.374 -0.619 2.601  0.000
C21 -6.241 -0.698 2.140  0.000
N6 -5.662 0.366 1.520  0.000
C22 -5.410 -1.946 2.216  0.000
H45 -4.733 0.350 1.125  0.000
H46 -6.203 1.219 1.457  0.000
H47 -5.935 -2.756 1.703  0.000
H48 -5.261 -2.212 3.266  0.000
H49 -4.431 -1.811 1.747  0.000
O8 4.685 -7.446 1.832  0.000
C23 3.502 -7.516 2.142  0.000
N7 3.042 -8.527 2.929  0.000
C24 2.476 -6.515 1.693  0.000
H50 2.078 -8.627 3.210  0.000
H51 3.715 -9.214 3.244  0.000
H52 2.439 -6.509 0.600  0.000
H53 2.762 -5.524 2.057  0.000
H54 1.481 -6.754 2.076  0.000
O9 2.603 -5.494 -4.615  0.000
C25 2.032 -4.420 -4.463  0.000
N8 2.437 -3.541 -3.505  0.000
C26 0.862 -3.988 -5.299  0.000
H55 1.999 -2.647 -3.342  0.000
H56 3.224 -3.811 -2.929  0.000
H57 0.050 -4.711 -5.178  0.000
H58 1.167 -3.950 -6.348  0.000
H59 0.496 -3.000 -5.005  0.000

Calculated values
**2S+1**: 2
**E_LUMO (spin up / spin down)**: 0.2 / -0.1 eV
**HOMO energy (spin up / spin down)**: -8.72 / -8.82 eV
**Electronic energy**: -2141.17864 Ha
**Maximum force**: 0.062 hartree/bohr



Formula: C26H61F3N9O5P2S
Source: the Open Molecules 2025 dataset
Level of theory: wB97M-V/def2-TZVPD

Each line ends with the Mulliken charge.
Element x y z (Å)
C1 3.380 -0.849 0.922  -1.202
C2 3.392 0.055 -0.281  0.586
C3 2.971 1.474 -0.027  -1.210
C4 3.725 -0.390 -1.526  -0.435
C5 5.048 -1.088 -1.788  -0.587
C6 5.443 -1.106 -3.269  -1.904
C7 5.915 0.244 -3.840  0.752
C8 4.744 1.179 -4.199  -1.736
C9 6.927 0.919 -2.918  -0.933
C10 7.758 1.979 -3.651  -0.897
C11 9.126 2.301 -3.040  0.082
N1 9.642 1.309 -2.049  -0.383
C12 9.227 1.793 -0.831  0.249
N2 9.464 1.171 0.289  0.058
O1 9.041 1.690 1.483  -0.342
N3 8.557 3.009 -0.918  -0.309
C13 9.246 3.536 -2.144  -0.577
S1 8.856 5.179 -2.736  1.394
O2 9.349 5.351 -4.068  -0.638
O3 9.428 6.094 -1.796  -0.660
C14 7.018 5.485 -2.741  0.707
F1 6.895 6.783 -2.705  -0.198
F2 6.434 4.951 -1.679  -0.232
F3 6.466 5.053 -3.850  -0.195
H1 3.651 -1.860 0.624  0.346
H2 4.081 -0.558 1.714  0.312
H3 2.376 -0.846 1.347  0.271
H4 2.790 1.936 -1.000  0.326
H5 3.780 2.019 0.462  0.264
H6 2.082 1.521 0.607  0.294
H7 3.031 -0.306 -2.357  0.500
H8 5.831 -0.651 -1.173  0.350
H9 4.954 -2.135 -1.460  0.524
H10 4.619 -1.507 -3.857  0.556
H11 6.284 -1.800 -3.353  0.398
H12 6.425 0.012 -4.780  0.610
H13 3.849 0.585 -4.370  0.546
H14 4.508 1.882 -3.400  0.282
H15 4.929 1.720 -5.127  0.332
H16 7.546 0.119 -2.506  0.414
H17 6.397 1.352 -2.061  0.395
H18 7.154 2.881 -3.736  0.077
H19 7.920 1.619 -4.665  0.595
H20 9.830 2.481 -3.852  0.555
H21 10.649 1.187 -2.111  0.376
H22 9.967 0.291 0.278  0.249
H23 9.668 2.398 1.704  0.372
H24 7.559 2.864 -1.073  0.272
H25 10.284 3.611 -1.816  0.389
O4 -0.426 0.208 1.196  -0.814
P1 -1.820 0.637 0.830  0.666
N4 -2.482 0.900 2.378  0.155
C15 -3.838 0.617 2.783  -0.177
C16 -1.945 2.065 3.058  -1.126
N5 -2.367 -0.851 0.095  0.274
C17 -2.905 -1.921 0.926  -0.884
C18 -1.370 -1.388 -0.825  -1.146
N6 -3.006 1.614 -0.043  0.023
C19 -4.215 1.006 -0.578  -0.730
C20 -2.391 2.474 -1.070  -1.019
H26 -4.559 1.371 2.431  0.319
H27 -3.898 0.594 3.874  0.483
H28 -4.171 -0.360 2.452  -0.574
H29 -2.414 2.998 2.709  0.342
H30 -0.868 2.143 2.894  0.289
H31 -2.098 1.982 4.135  0.359
H32 -2.296 -2.123 1.816  0.343
H33 -2.971 -2.840 0.340  0.441
H34 -3.928 -1.704 1.235  -0.099
H35 -0.563 -1.920 -0.308  0.330
H36 -0.912 -0.588 -1.413  0.323
H37 -1.851 -2.072 -1.528  0.390
H38 -4.028 0.341 -1.426  0.268
H39 -4.863 1.820 -0.912  0.424
H40 -4.769 0.457 0.180  0.146
H41 -2.021 1.898 -1.929  0.326
H42 -1.547 3.024 -0.644  0.336
H43 -3.108 3.212 -1.432  0.363
O5 -7.156 -1.323 1.515  -0.822
P2 -7.863 -2.573 1.937  0.692
N7 -9.487 -2.213 1.596  0.162
C21 -10.650 -2.646 2.338  -0.801
C22 -9.770 -2.110 0.173  -1.177
N8 -7.530 -2.530 3.652  0.272
C23 -8.405 -1.797 4.556  -1.221
C24 -6.140 -2.171 3.896  -1.249
N9 -7.984 -4.325 1.881  0.027
C25 -8.266 -5.085 3.084  -0.866
C26 -6.866 -4.948 1.149  -0.967
H44 -10.928 -3.691 2.134  0.307
H45 -11.500 -2.019 2.063  0.375
H46 -10.525 -2.523 3.409  0.091
H47 -9.898 -3.099 -0.293  0.325
H48 -8.958 -1.594 -0.342  0.307
H49 -10.676 -1.526 0.006  0.385
H50 -8.669 -0.798 4.185  0.370
H51 -7.917 -1.683 5.525  0.373
H52 -9.319 -2.353 4.761  0.342
H53 -5.976 -1.092 3.806  0.460
H54 -5.482 -2.666 3.176  0.155
H55 -5.831 -2.496 4.892  0.478
H56 -7.438 -5.091 3.799  0.290
H57 -8.468 -6.115 2.779  0.410
H58 -9.160 -4.727 3.590  0.247
H59 -5.920 -4.888 1.705  0.316
H60 -6.722 -4.451 0.186  0.321
H61 -7.079 -5.997 0.942  0.370

Calculated values
**Net charge**: +1
**E_LUMO**: -4.0 eV
**HOMO energy**: -9.41 eV
**Electronic energy**: -3276.26986 Ha
**Maximum force**: 0.114 hartree/bohr



Formula: C26H61IN2O9S
Source: the Open Molecules 2025 dataset
Level of theory: wB97M-V/def2-TZVPD

Each line ends with the Mulliken charge.
Element x y z (Å)
C1 -0.208 -1.944 -1.472  -0.864
S1 1.123 -2.926 -0.885  1.078
O1 1.222 -4.126 -1.663  -0.636
O2 2.269 -2.059 -0.789  -0.364
C2 0.628 -3.469 0.792  0.163
C3 1.353 -4.713 1.076  -0.088
N1 1.899 -5.687 1.342  -0.462
C4 0.805 -2.415 1.914  -0.254
I1 2.847 -1.988 2.413  0.218
C5 0.139 -2.881 3.132  0.160
N2 -0.403 -3.241 4.080  -0.507
H1 -0.102 -0.963 -1.010  0.159
H2 -1.168 -2.418 -1.255  0.395
H3 -0.040 -1.901 -2.551  0.468
H4 -0.440 -3.704 0.726  0.531
H5 0.377 -1.453 1.616  0.201
C6 -0.880 2.677 0.012  -1.315
C7 -0.714 1.608 1.075  0.348
C8 -0.048 2.142 2.327  -1.271
O3 0.038 0.498 0.549  -0.332
H6 0.096 3.071 -0.288  0.399
H7 -1.366 2.269 -0.874  0.302
H8 -1.490 3.499 0.382  0.308
H9 -1.691 1.192 1.323  0.286
H10 0.951 2.521 2.091  0.299
H11 0.058 1.364 3.079  0.314
H12 -0.628 2.955 2.762  0.412
H13 0.916 0.829 0.317  0.061
C9 -4.677 5.498 -0.146  -1.249
C10 -4.768 4.205 -0.939  0.488
C11 -6.196 3.906 -1.368  -1.412
O4 -4.232 3.115 -0.186  -0.503
H14 -5.272 5.434 0.769  0.315
H15 -3.646 5.699 0.148  0.324
H16 -5.042 6.346 -0.728  0.367
H17 -4.132 4.272 -1.823  0.269
H18 -6.838 3.793 -0.490  0.354
H19 -6.240 2.978 -1.938  0.350
H20 -6.600 4.712 -1.983  0.378
H21 -4.767 3.019 0.611  0.320
C12 1.157 0.076 7.094  -1.205
C13 -0.350 -0.116 7.165  0.392
C14 -0.724 -1.337 7.992  -1.224
O5 -0.913 -0.221 5.858  -0.481
H22 1.616 -0.788 6.603  0.281
H23 1.419 0.965 6.520  0.295
H24 1.583 0.164 8.095  0.385
H25 -0.807 0.772 7.604  0.273
H26 -0.309 -2.241 7.539  0.322
H27 -1.807 -1.451 8.035  0.305
H28 -0.341 -1.258 9.011  0.382
H29 -0.550 -1.022 5.460  0.248
C15 5.865 -0.313 -0.029  -1.359
C16 4.725 0.690 -0.102  1.143
C17 4.175 0.826 -1.513  -1.141
O6 5.130 1.962 0.409  -0.583
H30 6.697 0.012 -0.659  0.393
H31 6.233 -0.398 0.994  0.351
H32 5.551 -1.301 -0.370  0.248
H33 3.924 0.365 0.561  -0.327
H34 4.954 1.185 -2.191  0.455
H35 3.354 1.544 -1.535  0.300
H36 3.808 -0.130 -1.888  0.136
H37 5.845 2.286 -0.150  0.348
C18 4.570 -2.509 -4.846  -1.199
C19 4.978 -3.691 -3.978  0.329
C20 3.780 -4.546 -3.605  -0.440
O7 5.646 -3.236 -2.799  -0.549
H38 3.862 -1.875 -4.304  0.193
H39 5.439 -1.901 -5.101  0.335
H40 4.094 -2.844 -5.769  0.379
H41 5.718 -4.289 -4.512  0.379
H42 3.069 -3.956 -3.026  -0.173
H43 4.088 -5.386 -2.981  0.326
H44 3.274 -4.936 -4.490  0.213
H45 5.003 -2.726 -2.290  0.236
C21 1.309 -7.426 -4.732  -1.108
C22 1.840 -7.765 -6.115  0.427
C23 1.796 -9.260 -6.391  -1.318
O8 3.164 -7.258 -6.283  -0.541
H46 1.920 -7.905 -3.961  0.319
H47 1.349 -6.351 -4.561  0.179
H48 0.278 -7.760 -4.608  0.418
H49 1.247 -7.242 -6.868  0.257
H50 2.422 -9.794 -5.671  0.346
H51 2.176 -9.476 -7.390  0.320
H52 0.780 -9.647 -6.312  0.365
H53 3.728 -7.686 -5.629  0.351
C24 -6.055 10.055 2.470  -1.413
C25 -6.139 8.734 1.722  0.524
C26 -7.556 8.435 1.257  -1.203
O9 -5.635 7.666 2.522  -0.532
H54 -6.682 10.022 3.366  0.364
H55 -5.030 10.251 2.786  0.332
H56 -6.393 10.885 1.849  0.371
H57 -5.475 8.768 0.856  0.254
H58 -8.226 8.355 2.117  0.338
H59 -7.589 7.489 0.717  0.269
H60 -7.933 9.223 0.604  0.373
H61 -6.188 7.597 3.308  0.333

Calculated values
**E_LUMO**: -0.3 eV
**Structure (SMILES)**: CS(=O)(=O)[C@@H](C#N)[C@H](I)C#N.CC(C)O.CC(C)O.CC(C)O.CC(C)O.CC(C)O.CC(C)O.CC(C)O
**HOMO energy**: -9.85 eV
**Electronic energy**: -2509.72915 Ha
**Maximum force**: 0.014 hartree/bohr



Formula: C26H61N3O7S2
Source: the Open Molecules 2025 dataset
Level of theory: wB97M-V/def2-TZVPD

Each line ends with the Mulliken charge.
Element x y z (Å)
C1 3.019 4.490 7.295  -1.307
C2 3.534 3.072 7.082  -0.632
N1 2.556 2.160 6.472  0.237
C3 1.187 2.233 7.024  -1.071
C4 0.255 3.096 6.187  -0.447
C5 3.035 0.917 6.168  0.200
S1 4.557 0.392 6.425  -0.279
S2 1.831 -0.122 5.298  -0.323
C6 2.706 -0.381 3.723  -0.713
C7 2.142 0.509 2.618  -0.594
C8 2.366 1.994 2.892  0.344
C9 1.320 2.892 2.211  0.423
C10 1.655 4.301 2.476  -0.239
N2 1.906 5.389 2.728  -0.548
C11 1.194 2.620 0.702  -0.380
C12 2.442 2.910 -0.007  0.187
N3 3.418 3.138 -0.562  -0.516
H1 2.240 4.547 8.056  0.281
H2 3.859 5.081 7.660  0.470
H3 2.645 4.940 6.377  0.230
H4 4.372 3.122 6.387  0.479
H5 3.903 2.651 8.025  0.409
H6 0.769 1.229 7.063  0.699
H7 1.245 2.580 8.058  0.478
H8 0.212 2.695 5.173  -0.093
H9 0.609 4.124 6.119  0.020
H10 -0.747 3.105 6.618  0.456
H11 2.602 -1.434 3.466  0.260
H12 3.768 -0.204 3.888  0.422
H13 1.078 0.282 2.498  0.287
H14 2.633 0.226 1.681  0.321
H15 2.317 2.198 3.964  -0.439
H16 3.363 2.301 2.565  0.445
H17 0.350 2.722 2.687  0.469
H18 0.935 1.572 0.549  -0.063
H19 0.403 3.235 0.271  0.542
C13 4.958 -4.401 0.675  -1.231
C14 4.161 -3.893 1.861  0.301
O1 4.737 -2.725 2.441  -0.485
H20 5.984 -4.615 0.974  0.308
H21 4.514 -5.311 0.270  0.358
H22 4.990 -3.653 -0.121  0.350
H23 4.145 -4.638 2.654  -0.118
H24 3.124 -3.692 1.566  0.231
H25 4.761 -2.040 1.765  0.282
C15 -0.314 -0.809 -2.585  -0.951
C16 0.171 -1.236 -1.215  -0.305
O2 -0.008 -0.206 -0.238  -0.463
H26 0.215 0.087 -2.913  0.279
H27 -0.147 -1.599 -3.318  0.309
H28 -1.381 -0.585 -2.576  0.274
H29 1.240 -1.446 -1.223  0.261
H30 -0.348 -2.143 -0.889  0.294
H31 -0.949 -0.004 -0.197  0.250
C17 -3.306 -1.552 -6.756  -0.902
C18 -2.857 -1.921 -5.357  -0.329
O3 -3.095 -0.876 -4.415  -0.493
H32 -2.800 -0.649 -7.096  0.270
H33 -3.090 -2.350 -7.466  0.320
H34 -4.383 -1.363 -6.779  0.291
H35 -1.782 -2.097 -5.334  0.266
H36 -3.354 -2.839 -5.026  0.296
H37 -4.041 -0.701 -4.402  0.279
C19 -1.017 6.607 7.369  -0.686
C20 0.075 7.551 7.835  -0.369
O4 1.270 7.435 7.072  -0.480
H38 -0.671 5.575 7.417  -0.020
H39 -1.907 6.706 7.992  0.387
H40 -1.299 6.820 6.335  0.301
H41 0.361 7.325 8.862  0.287
H42 -0.285 8.586 7.811  0.308
H43 1.064 7.655 6.157  0.294
C21 3.298 -6.073 5.413  -0.746
C22 2.965 -7.401 4.762  -0.278
O5 3.763 -7.648 3.608  -0.513
H44 3.166 -5.262 4.696  0.057
H45 2.658 -5.880 6.275  0.347
H46 4.337 -6.055 5.751  0.305
H47 1.934 -7.409 4.411  0.271
H48 3.079 -8.220 5.480  0.265
H49 4.685 -7.664 3.881  0.298
C23 -5.796 -0.539 -10.243  -0.854
C24 -4.458 0.127 -9.992  -0.321
O6 -3.370 -0.787 -10.104  -0.487
H50 -5.948 -1.363 -9.544  0.251
H51 -6.614 0.174 -10.126  0.333
H52 -5.852 -0.950 -11.251  0.221
H53 -4.403 0.522 -8.977  0.271
H54 -4.314 0.965 -10.683  0.303
H55 -3.375 -1.146 -10.997  0.286
C25 -7.892 -2.998 -14.739  -1.032
C26 -7.440 -3.363 -13.339  -0.206
O7 -7.668 -2.313 -12.403  -0.469
H56 -7.382 -2.097 -15.081  0.278
H57 -7.680 -3.806 -15.441  0.325
H58 -8.967 -2.805 -14.761  0.324
H59 -6.366 -3.545 -13.318  0.271
H60 -7.939 -4.279 -13.004  0.257
H61 -8.613 -2.134 -12.380  0.268

Calculated values
**E_LUMO**: 0.3 eV
**Structure (SMILES)**: CCN(CC)C(=S)SCCC[C@@H](C#N)CC#N.CCO.CCO.CCO.CCO.CCO.CCO.CCO
**HOMO energy**: -8.08 eV
**Electronic energy**: -2514.47022 Ha
**Maximum force**: 0.021 hartree/bohr